No. 1
Density functional theory data (ωB97M-V with the def2-TZVPD basis set) for the molecule C4H8N2O.

As for the structure (SMILES): NN=C=CCCO. The calculation puts the energy above the lowest of the compared OMol25 structures with the same formula, charge and spin at 90.0 kcal per mole. The LUMO energy is 0.03353 Eh. Its HOMO energy is -9.066 eV.

Geometry as ORCA input:
```
! RIJCOSX wB97M-V def2-TZVPD def2/J DEFGRID3
* xyz 0 1
N 2.08803 -1.93463 1.36447
C 0.01464 0.20170 0.63930
C -0.04352 0.41351 -0.84352
C -1.34498 1.08123 -1.22497
O -1.35376 2.33405 -0.56716
C 0.20553 -1.00326 1.07553
N 0.62221 -2.11475 1.41690
H 2.42889 -2.73253 0.84574
H 2.35800 -2.11517 2.32272
H -0.02116 1.02340 1.34537
H 0.04934 -0.55650 -1.34555
H 0.80747 1.03524 -1.14551
H -2.17322 0.43981 -0.88391
H -1.41710 1.19162 -2.31652
H -2.22038 2.73629 -0.68289
*
```

---

No. 2
Density functional theory data (ωB97M-V with the def2-TZVPD basis set) for a cluster of 2 separate species, C4H8N2O in total.

The calculation puts the energy above the lowest of the compared OMol25 structures with the same formula, charge and spin at 114.6 kcal per mole. The LUMO energy is 0.03318 Eh. Its HOMO energy is -7.982 eV.

Geometry as ORCA input:
```
! RIJCOSX wB97M-V def2-TZVPD def2/J DEFGRID3
* xyz 0 1
C 1.61865 0.66654 0.44566
C 0.79141 -0.29178 -0.08194
C 0.61193 -1.12559 -1.26661
N 0.52808 -1.66886 0.10634
C -1.17260 0.60676 0.31816
O -0.79875 1.69884 0.89312
N -2.49349 0.47224 0.26163
H 2.05027 0.52557 1.43339
H 2.10369 1.37619 -0.21852
H 0.23862 1.59813 0.86689
H -0.32820 -1.12901 -1.81008
H 1.49520 -1.35587 -1.86222
H 1.37428 -2.16679 0.37262
H -2.89574 -0.36456 -0.12531
H -3.12335 1.15817 0.66687
*
```

---

No. 3
Density functional theory data (ωB97M-V with the def2-TZVPD basis set) for the molecule C4H8N2O.

The calculation puts the energy above the lowest of the compared OMol25 structures with the same formula, charge and spin at 129.4 kcal per mole. The LUMO energy (spin up / spin down) is -0.02975 / -0.03003 Eh. Its HOMO energy (spin up / spin down) is -7.151 / -7.141 eV.

Geometry as ORCA input:
```
! RIJCOSX wB97M-V def2-TZVPD def2/J DEFGRID3
* xyz 0 1
O -2.21224 0.91529 -1.61163
C -1.28929 0.54243 -0.92436
N -0.38578 1.47729 -0.28461
C 0.88486 1.42616 -0.53862
C 0.61419 -0.31290 1.30054
C 0.14246 -1.27344 0.21930
N -0.99635 -0.73289 -0.59086
H -0.20341 1.14521 0.79377
H 1.28531 0.99482 -1.45604
H 1.56490 1.92641 0.14115
H -0.06653 -0.38636 2.16077
H 1.62015 -0.57377 1.63841
H -0.23259 -2.23936 0.58883
H 0.95075 -1.52043 -0.48793
H -1.67643 -1.38845 -0.94872
*
```

---

No. 4
Density functional theory data (ωB97M-V with the def2-TZVPD basis set) for the molecule C4H8N2O.

As for the structure (SMILES): C[C@H]1NC/C1=N\O. The calculation puts the energy above the lowest of the compared OMol25 structures with the same formula, charge and spin at 83.3 kcal per mole. The LUMO energy is 0.03587 Eh. Its HOMO energy is -9.243 eV.

Geometry as ORCA input:
```
! RIJCOSX wB97M-V def2-TZVPD def2/J DEFGRID3
* xyz 0 1
C -1.94053 -0.60726 -0.09824
C -0.69141 0.14114 -0.53008
N -0.49643 1.46760 0.13167
C 0.83978 1.08047 0.65842
C 0.65332 -0.27141 0.01468
N 1.32386 -1.30750 -0.25241
O 2.59488 -1.26093 0.30973
H -2.80883 -0.28121 -0.68002
H -2.14812 -0.42100 0.95629
H -1.80963 -1.68210 -0.25014
H -0.64960 0.15065 -1.62587
H -0.43340 2.23680 -0.52503
H 0.87463 1.08841 1.75229
H 1.70188 1.64114 0.27429
H 3.01568 -2.04558 -0.06404
*
```

---

No. 5
Density functional theory data (ωB97M-V with the def2-TZVPD basis set) for the molecule C4H8N2O.

As for the structure (SMILES): C[C@H]1NC/C1=N\O. The calculation puts the energy above the lowest of the compared OMol25 structures with the same formula, charge and spin at 83.5 kcal per mole. The LUMO energy is 0.03608 Eh. Its HOMO energy is -9.321 eV.

Geometry as ORCA input:
```
! RIJCOSX wB97M-V def2-TZVPD def2/J DEFGRID3
* xyz 0 1
C 0.04644 1.44173 1.40363
C 0.61752 0.71598 0.19366
N 1.28485 -0.55616 0.61698
C 0.26989 -1.38260 -0.09351
C -0.34233 -0.12045 -0.63209
N -1.21215 0.14636 -1.51049
O -1.74642 -1.04895 -2.00332
H 0.83341 1.50755 2.16083
H -0.78181 0.87087 1.83470
H -0.30579 2.44850 1.16233
H 1.25160 1.38567 -0.40271
H 2.20085 -0.64896 0.18857
H -0.37731 -1.93379 0.59900
H 0.64474 -2.07647 -0.85409
H -2.38349 -0.74929 -2.66348
*
```

---

No. 6
Density functional theory data (ωB97M-V with the def2-TZVPD basis set) for the molecule C4H8N2O.

As for the structure (SMILES): C[C@H]1NC/C1=N\O. The calculation puts the energy above the lowest of the compared OMol25 structures with the same formula, charge and spin at 124.5 kcal per mole. The LUMO energy is 0.03721 Eh. Its HOMO energy is -8.136 eV.

Geometry as ORCA input:
```
! RIJCOSX wB97M-V def2-TZVPD def2/J DEFGRID3
* xyz 0 1
C -1.96207 -0.30856 -0.03896
C -0.60512 -0.05904 -0.89196
N -0.46398 1.21694 -0.18255
C 0.68534 0.79564 0.57676
C 0.76735 -0.45068 -0.26676
N 1.67135 -1.34190 -0.36995
O 2.64580 -1.08692 0.61799
H -2.53634 0.61203 0.25893
H -1.66100 -0.72420 0.92925
H -2.63487 -0.93743 -0.58564
H -0.60634 -0.08807 -2.01190
H -0.57959 2.08420 -0.65283
H 0.47438 0.56235 1.63451
H 1.49675 1.50541 0.49325
H 3.30834 -1.77977 0.48984
*
```

---

No. 7
Density functional theory data (ωB97M-V with the def2-TZVPD basis set) for the molecule C4H8N2O.

As for the structure (SMILES): C1=NOCCNC1. The calculation puts the energy above the lowest of the compared OMol25 structures with the same formula, charge and spin at 136.0 kcal per mole. The LUMO energy is 0.02200 Eh. Its HOMO energy is -9.488 eV.

Geometry as ORCA input:
```
! RIJCOSX wB97M-V def2-TZVPD def2/J DEFGRID3
* xyz 0 1
C 0.57972 1.04832 0.67392
C -0.79556 1.32397 -0.06340
C -0.10792 -1.35206 0.41356
C 1.13974 -1.00695 -0.42151
H 0.54404 0.56227 1.68079
H 1.10970 1.93878 0.57423
H -0.38296 1.85040 -0.95501
H -1.49467 1.79524 0.72994
H 0.00292 -2.03017 1.25405
H 1.09087 -1.21870 -1.65300
H 1.95216 -1.55127 0.17186
H 2.54301 0.55667 0.14850
N -1.36355 -0.90969 0.30749
N 1.56071 0.48622 -0.35688
O -1.45513 0.12268 -0.65264
*
```

---

No. 8
Density functional theory data (ωB97M-V with the def2-TZVPD basis set) for the molecule C4H8N2O.

As for the structure (SMILES): CC(=C=NO)CN. The calculation puts the energy above the lowest of the compared OMol25 structures with the same formula, charge and spin at 89.8 kcal per mole. The LUMO energy is 0.03492 Eh. Its HOMO energy is -9.190 eV.

Geometry as ORCA input:
```
! RIJCOSX wB97M-V def2-TZVPD def2/J DEFGRID3
* xyz 0 1
C 0.61119 1.35953 -1.09817
C 0.38174 0.03181 -0.42665
O 1.43910 -0.47352 2.69080
C -0.89078 -0.72537 -0.74612
N -2.00917 -0.02564 -0.11545
C 1.16320 -0.42140 0.52068
N 1.87558 -0.89416 1.41923
H 1.49490 1.86039 -0.69675
H -0.26582 1.99629 -0.94329
H 0.74329 1.23364 -2.17899
H 2.08122 -0.88766 3.28121
H -0.77628 -1.77447 -0.43324
H -1.06135 -0.71767 -1.83051
H -1.90243 -0.07226 0.89368
H -2.88440 -0.48952 -0.33642
*
```

---

No. 9
Density functional theory data (ωB97M-V with the def2-TZVPD basis set) for the molecule C4H8N2O.

As for the structure (SMILES): [H]/N=C(/C)CCN=O. The calculation puts the energy above the lowest of the compared OMol25 structures with the same formula, charge and spin at 93.1 kcal per mole. The LUMO energy is -0.01691 Eh. Its HOMO energy is -9.541 eV.

Geometry as ORCA input:
```
! RIJCOSX wB97M-V def2-TZVPD def2/J DEFGRID3
* xyz 0 1
C -0.37080 0.65991 -0.52403
C -1.31252 -0.22964 0.26273
C 1.51035 -1.00392 0.45126
C 1.14162 0.29936 -0.20255
N -2.61958 0.32407 -0.19539
N 2.08557 1.08680 -0.58679
O -3.54795 0.03004 0.57154
H 1.72726 1.93392 -1.04019
H -0.48188 0.53604 -1.60716
H -0.47558 1.71999 -0.26737
H -1.26612 -1.27535 -0.05049
H -1.21196 -0.09991 1.34344
H 1.13086 -1.02255 1.47578
H 2.59731 -1.12225 0.48965
H 1.09343 -1.83651 -0.12044
*
```

---

No. 10
Density functional theory data (ωB97M-V with the def2-TZVPD basis set) for the molecule C4H8N2O.

As for the structure (SMILES): [H]/N=C(\O)[C@@H]1N[C@@H]1C. The calculation puts the energy above the lowest of the compared OMol25 structures with the same formula, charge and spin at 64.0 kcal per mole. The LUMO energy is 0.02670 Eh. Its HOMO energy is -8.869 eV.

Geometry as ORCA input:
```
! RIJCOSX wB97M-V def2-TZVPD def2/J DEFGRID3
* xyz 0 1
N -1.07587 -0.92079 -0.88961
C 0.31310 -0.58291 1.19286
N 1.43490 -0.70304 0.57646
C -0.92677 -0.44563 0.46932
C -0.81213 0.47244 -0.94991
C 0.47034 1.01191 -1.39916
O 0.28542 -0.36677 2.54128
H -0.61625 -0.22685 2.85475
H -0.28859 -1.48973 -1.19042
H 2.23478 -0.68064 1.20148
H 1.26007 0.42887 -0.74339
H -1.84543 -0.39095 1.04556
H -1.69642 1.09595 -1.02441
H 0.71326 0.70968 -2.41696
H 0.54960 2.08846 -1.26786
*
```